Arrangement one

Molecular formula: C4H13N3O
Method: DFT, ωB97M-V/def2-TZVPD

The geometry in ORCA input format:
```
! RIJCOSX wB97M-V def2-TZVPD def2/J DEFGRID3
* xyz 0 1
C 0.1637 1.1000 -2.2155
C -0.8458 -1.9478 -0.5244
N -0.5597 0.4257 -1.1462
C 0.0148 -0.6993 -0.5243
O 1.2504 -0.7778 -0.4183
H -1.5585 0.3774 -1.2860
H -0.1899 2.1348 -2.2890
H 0.0437 0.6057 -3.1846
H 1.2198 1.1209 -1.9586
H -0.4026 -2.7041 0.1193
H -0.8937 -2.3347 -1.5409
H -1.8601 -1.7384 -0.1822
C -0.5512 -0.1352 1.9493
N 0.4222 1.4145 1.5518
N 1.7268 1.1759 1.3958
H 0.0306 1.5192 0.6045
H 1.9339 0.3953 0.7255
H 2.2044 1.1063 2.2897
H 0.0143 -1.0681 1.9878
H -1.6016 -0.1895 1.6644
H -0.5614 0.2189 2.9819
*
```

Computed properties:
HOMO, eV: -7.9

These are the Löwdin partial charges, in e, on atoms 1 to 5: number 1, C, carries -0.07; number 2, C, carries -0.01; number 3, N, carries -0.03; number 4, C, carries -0.55; number 5, O, carries -0.01

Arrangement two

Molecular formula: C4H13N3O
Method: DFT, ωB97M-V/def2-TZVPD

The geometry in ORCA input format:
```
! RIJCOSX wB97M-V def2-TZVPD def2/J DEFGRID3
* xyz 0 1
N -0.0845 0.6109 2.6122
C -0.4968 0.5141 1.2571
C 0.1388 -0.0796 0.2286
N 1.3673 -0.7439 0.3493
C -0.5883 -0.2840 -1.1082
C -0.6755 1.0411 -1.9159
N 0.5338 1.5623 -2.5164
H 0.9171 0.5771 2.6108
H -0.5214 1.4032 3.0633
H -1.4041 1.0253 0.9033
H 1.9635 -0.8595 -0.4487
H 1.8486 -0.8004 1.2296
H -1.6616 -0.3146 -0.8597
H -0.3618 -1.1942 -1.7090
H -1.0867 1.8003 -1.1969
H -1.3919 0.7665 -2.7622
H 0.8948 0.8625 -3.1636
H 1.2440 1.6555 -1.7952
O -0.1225 -2.7808 1.9930
H -0.4400 -1.8950 2.2009
H -0.0726 -2.8669 1.0276
*
```

Computed properties:
HOMO, eV: -7.4

These are the Löwdin partial charges, in e, on atoms 1 to 5: number 1, N, carries 0.05; number 2, C, carries -0.20; number 3, C, carries -0.38; number 4, N, carries 0.08; number 5, C, carries -0.16

Arrangement three

Molecular formula: C4H13N3O
Method: DFT, ωB97M-V/def2-TZVPD

The geometry in ORCA input format:
```
! RIJCOSX wB97M-V def2-TZVPD def2/J DEFGRID3
* xyz 0 1
C -0.2464 -1.5706 0.0408
C 0.2940 -0.2003 0.4319
N -0.2818 0.2175 1.6908
C 0.2266 0.8814 -0.6101
C -1.3109 1.1236 -1.1159
N -2.3208 1.3005 -0.0969
O 1.8743 -0.2212 0.6525
N 2.5635 -0.9993 -0.3629
H -0.0350 -1.8118 -1.0051
H -1.3275 -1.6512 0.1891
H 0.2572 -2.3443 0.6325
H 0.1908 1.0642 1.9997
H -0.0862 -0.4938 2.3922
H 0.5894 1.8379 -0.2195
H 0.7978 0.6199 -1.5055
H -1.6111 0.3300 -1.8057
H -1.2629 2.0410 -1.7111
H -1.8633 1.5310 0.7912
H -2.7871 0.4128 0.0875
H 3.2974 -0.3608 -0.6744
H 3.0420 -1.7065 0.1990
*
```

Computed properties:
HOMO, eV: -8.6

These are the Löwdin partial charges, in e, on atoms 1 to 5: number 1, C, carries -0.03; number 2, C, carries -0.55; number 3, N, carries 0.08; number 4, C, carries -0.12; number 5, C, carries -0.26

Arrangement four

Molecular formula: C4H13N3O
Method: DFT, ωB97M-V/def2-TZVPD

The geometry in ORCA input format:
```
! RIJCOSX wB97M-V def2-TZVPD def2/J DEFGRID3
* xyz 0 1
C -0.7411 1.2274 1.8539
C -1.1710 1.5380 0.5709
N -1.6991 0.6902 -0.3318
N 0.1507 2.2308 2.4526
H -0.6697 0.2969 2.4330
H -1.0878 2.6188 0.2452
H -1.6557 1.2028 -1.2435
H -0.9835 -0.6106 -0.0725
H 1.0872 1.9040 2.4810
H -0.1420 2.3408 3.4344
H 0.1401 3.1498 2.0063
C 0.3958 -2.0123 -0.6644
O -0.5146 -1.4285 0.2811
C 1.0907 -0.9468 -1.4477
N 1.9357 -1.4873 -2.5756
H 1.1034 -2.7420 -0.1712
H -0.1786 -2.6459 -1.3314
H 0.3294 -0.2558 -1.7845
H 1.7912 -0.3453 -0.7955
H 1.4453 -1.4379 -3.4855
H 2.7804 -0.9221 -2.6570
*
```

Computed properties:
HOMO, eV: -7.1

These are the Löwdin partial charges, in e, on atoms 1 to 5: number 1, C, carries -0.18; number 2, C, carries -0.32; number 3, N, carries -0.04; number 4, N, carries 0.10; number 5, H, carries 0.10

Which one sits at the bottom of the stability order? arrangement four does.

Arrangement one

Molecular formula: C4H13N3O
Method: DFT, ωB97M-V/def2-TZVPD

The geometry in ORCA input format:
```
! RIJCOSX wB97M-V def2-TZVPD def2/J DEFGRID3
* xyz 0 1
H -0.8189 0.5189 -3.6838
N -0.2831 0.6929 -2.8010
C -0.8873 0.4337 -1.7177
N -2.0973 -0.1969 -1.5272
N -0.3624 0.8786 -0.4459
C 0.5323 -0.2133 0.0257
C 1.7057 0.3295 0.8169
C 2.5024 -0.9520 1.2824
H -2.3474 -0.0651 -0.5366
H -2.7513 -0.4249 -2.2465
H 0.1967 1.7097 -0.6929
H -0.1231 -0.7807 0.7324
H 0.9218 -0.9083 -0.7453
H 1.2533 0.8694 1.7193
H 2.4379 1.0422 0.4531
H 1.9977 -1.6457 1.9365
H 2.7235 -1.3853 0.3320
H 3.3991 -0.6961 1.8976
O -2.6048 -0.1197 1.7657
H -1.9475 0.5857 1.8003
H -3.4474 0.3274 1.6349
*
```

Computed properties:
HOMO, eV: -9.1

These are the Löwdin partial charges, in e, on atoms 1 to 5: number 1, H, carries 0.06; number 2, N, carries 0.10; number 3, C, carries -0.60; number 4, N, carries 0.14; number 5, N, carries -0.01

Arrangement two

Molecular formula: C4H13N3O
Method: DFT, ωB97M-V/def2-TZVPD

The geometry in ORCA input format:
```
! RIJCOSX wB97M-V def2-TZVPD def2/J DEFGRID3
* xyz 0 1
H -0.5272 -0.5949 -2.5040
N -0.3775 0.3338 -2.1237
C -0.8811 0.4734 -0.9296
N -0.9683 1.7428 -0.4443
C -1.1034 -0.6440 0.0165
C -2.0334 -0.3726 1.1910
H -0.5983 2.4579 -1.0503
H -0.8195 1.8929 0.5383
H -0.0318 -0.8826 0.4911
H -1.4271 -1.5263 -0.5383
H -1.5968 0.3412 1.8882
H -2.9903 0.0239 0.8538
H -2.2175 -1.2958 1.7403
C 1.5434 -0.9051 1.5659
O 2.5074 -0.3501 1.0512
H 0.9468 -0.3904 2.3396
H 1.4989 -2.0062 1.6464
N 2.2349 0.3838 -1.2251
H 2.8533 -0.3480 -1.5606
H 2.7830 1.2336 -1.1443
H 1.2044 0.4329 -1.8021
*
```

Computed properties:
HOMO, eV: -8.0

These are the Löwdin partial charges, in e, on atoms 1 to 5: number 1, H, carries 0.06; number 2, N, carries 0.05; number 3, C, carries -0.51; number 4, N, carries 0.15; number 5, C, carries -0.19

Which one sits at the bottom of the stability order? arrangement two does.

Arrangement one

Molecular formula: H4N2O2P
Method: DFT, ωB97M-V/def2-TZVPD

The geometry in ORCA input format:
```
! RIJCOSX wB97M-V def2-TZVPD def2/J DEFGRID3
* xyz -1 1
N 0.6953 0.7506 0.8844
P -0.0636 0.2239 -0.5769
N -0.9312 -1.1655 -0.0861
O 0.9570 -0.2587 -1.5017
O -1.0493 1.1930 -1.1043
H 1.5667 0.4357 0.7960
H 0.9049 1.7127 0.8266
H -1.6311 -0.8335 0.5111
H -0.4487 -2.0582 0.2508
*
```

Computed properties:
HOMO, eV: -4.4

These are the Löwdin partial charges, in e, on atoms 1 to 5: number 1, N, carries -0.09; number 2, P, carries 0.05; number 3, N, carries -0.12; number 4, O, carries -0.41; number 5, O, carries -0.41

Arrangement two

Molecular formula: H4N2O2P
Method: DFT, ωB97M-V/def2-TZVPD

The geometry in ORCA input format:
```
! RIJCOSX wB97M-V def2-TZVPD def2/J DEFGRID3
* xyz -1 1
N -1.4992 -0.4426 0.6160
N -0.3378 0.4778 0.7509
P 0.9457 -0.1245 0.0014
O 1.4641 -1.5141 0.1419
O 2.2117 0.7149 0.4186
H -1.1702 -1.1843 0.0612
H -1.5021 -0.9962 1.4886
H 0.9784 -0.0829 -1.3691
H 2.0560 1.6310 0.8246
*
```

Computed properties:
HOMO, eV: -3.1

These are the Löwdin partial charges, in e, on atoms 1 to 5: number 1, N, carries -0.17; number 2, N, carries -0.37; number 3, P, carries 0.19; number 4, O, carries -0.46; number 5, O, carries -0.26

Which one sits at the bottom of the stability order? arrangement two does.

Arrangement one

Molecular formula: C6H9NS
Method: DFT, ωB97M-V/def2-TZVPD

The geometry in ORCA input format:
```
! RIJCOSX wB97M-V def2-TZVPD def2/J DEFGRID3
* xyz 0 1
C 0.9110 -0.9675 1.3245
C 1.0787 -0.5242 -0.1900
C -0.2077 0.2555 -0.6039
C -0.5694 0.6394 -1.9773
N -0.0745 1.6400 -1.0295
C -1.1303 -0.2271 0.4870
S -1.9673 0.2126 2.0258
C -0.2081 0.0019 1.6569
H 0.6114 -2.0064 1.3842
H 1.8409 -0.8290 1.9219
H 1.2300 -1.3723 -0.8693
H 1.9531 0.1802 -0.3076
H 0.1320 0.4155 -2.8100
H -1.6574 0.6518 -2.2481
H -0.8556 2.1926 -0.6713
H -1.2996 -1.2739 0.2949
H 0.2128 1.0108 1.6117
*
```

Computed properties:
HOMO, eV: -9.0

These are the Löwdin partial charges, in e, on atoms 1 to 5: number 1, C, carries -0.15; number 2, C, carries -0.09; number 3, C, carries -0.49; number 4, C, carries -0.11; number 5, N, carries 0.05

Arrangement two

Molecular formula: C6H9NS
Method: DFT, ωB97M-V/def2-TZVPD

The geometry in ORCA input format:
```
! RIJCOSX wB97M-V def2-TZVPD def2/J DEFGRID3
* xyz 0 1
C 0.8709 -1.5340 -0.6123
C 0.5316 0.2938 1.1667
C -0.9748 -0.0738 1.0178
C -1.1131 0.2343 -0.4731
C 0.6979 0.9829 -0.2351
C 0.2471 -0.2273 -1.0624
H 1.7165 -1.8710 -1.2505
H 0.1439 -2.3556 -0.5789
H 0.8046 0.9288 2.0289
H -1.1948 -1.0885 1.2875
H -1.6311 0.5729 1.6161
H -2.0644 0.0006 -0.9450
H -0.9308 2.2678 0.1060
H 1.6201 1.5142 -0.4141
H 0.3033 -0.0641 -2.1343
N -0.5800 1.6172 -0.5808
S 1.5530 -1.1980 1.0636
*
```

Computed properties:
HOMO, eV: -8.4

These are the Löwdin partial charges, in e, on atoms 1 to 5: number 1, C, carries -0.40; number 2, C, carries -0.51; number 3, C, carries -0.16; number 4, C, carries -0.26; number 5, C, carries -0.30

Which one sits at the bottom of the stability order? arrangement one does.

Arrangement one

Molecular formula: C6H9NS
Method: DFT, ωB97M-V/def2-TZVPD

The geometry in ORCA input format:
```
! RIJCOSX wB97M-V def2-TZVPD def2/J DEFGRID3
* xyz 0 1
C -1.1575 2.5748 -0.0874
C -0.9623 1.3835 -0.1151
C -0.7342 -0.0612 -0.1044
N -2.0280 -0.7374 -0.2192
C 0.3003 -0.5327 -1.1632
C 1.3856 -0.6399 -0.0644
S 2.5737 0.7243 -0.1870
C 0.2831 -0.4925 0.9932
H -1.2877 3.6489 -0.0875
H -2.6443 -0.3963 0.5073
H -1.8996 -1.7147 -0.0371
H 0.5150 0.1351 -2.0035
H 0.0393 -1.5129 -1.5540
H 1.9176 -1.5780 -0.0622
H 3.2324 0.4376 0.9612
H 0.4738 0.2154 1.8268
H -0.0071 -1.4539 1.3964
*
```

Computed properties:
HOMO, eV: -8.9

These are the Löwdin partial charges, in e, on atoms 1 to 5: number 1, C, carries 0.13; number 2, C, carries -0.09; number 3, C, carries -0.54; number 4, N, carries 0.08; number 5, C, carries -0.13

Arrangement two

Molecular formula: C6H9NS
Method: DFT, ωB97M-V/def2-TZVPD

The geometry in ORCA input format:
```
! RIJCOSX wB97M-V def2-TZVPD def2/J DEFGRID3
* xyz 0 1
C -3.3787 0.1854 -1.4521
C -2.2680 -0.1729 -1.6694
S -0.8038 -0.8050 -2.1150
C 0.9475 -0.0625 -1.2893
C 0.9355 0.4145 0.0467
C 2.0436 -0.1607 0.8828
N -0.4282 0.3570 0.6307
C -0.9346 0.1649 1.8459
H -4.3557 0.4154 -1.3758
H 1.6000 0.5520 -1.8880
H 1.3443 -0.9636 -1.5018
H 0.9109 1.4745 0.1937
H 2.9608 0.1904 1.5045
H 2.3259 -0.8044 0.0072
H 1.5305 -0.8842 1.5714
H -1.9869 0.3217 1.8722
H -0.4429 -0.2225 2.7364
*
```

Computed properties:
HOMO, eV: -8.4

These are the Löwdin partial charges, in e, on atoms 1 to 5: number 1, C, carries 0.05; number 2, C, carries -0.65; number 3, S, carries 0.88; number 4, C, carries -0.28; number 5, C, carries -0.51

Arrangement three

Molecular formula: C6H9NS
Method: DFT, ωB97M-V/def2-TZVPD

The geometry in ORCA input format:
```
! RIJCOSX wB97M-V def2-TZVPD def2/J DEFGRID3
* xyz 0 1
C 1.9085 1.2167 0.4582
C 0.9333 0.3342 0.1310
C 1.0164 -1.1704 -0.3003
N -0.2541 -1.8476 -0.2217
C -0.9839 -0.8724 0.6272
C -1.8769 0.4068 0.6958
C -0.4781 0.5292 0.0147
S -0.8874 0.5435 -1.8195
H 1.6841 2.2471 0.8491
H 2.8288 0.7165 0.5872
H 1.3212 -1.1327 -1.4051
H 1.8655 -1.5981 0.3009
H -0.5504 -1.7605 -1.2727
H -0.4860 -0.8428 1.6329
H -2.0925 0.6910 1.6595
H -2.6547 0.6261 0.0624
H -1.2939 1.9137 -1.9996
*
```

Computed properties:
HOMO, eV: -8.6

These are the Löwdin partial charges, in e, on atoms 1 to 5: number 1, C, carries 0.07; number 2, C, carries -0.38; number 3, C, carries -0.25; number 4, N, carries -0.04; number 5, C, carries -0.21

Which one sits at the bottom of the stability order? arrangement two does.